(i)
The following is a quantum chemistry calculation of a 2-piece molecular cluster, C3H11O overall, from the Open Molecules 2025 dataset.

ORCA input file:
```
! RIJCOSX wB97M-V def2-TZVPD def2/J DEFGRID3
* xyz 1 1
O 1.1856 2.1279 -1.1337
H 2.0747 1.9135 -0.7895
H 1.1234 2.9394 -1.6665
H 0.5257 1.3798 -1.0253
C 0.8458 -1.0487 0.1844
C -0.4663 -0.2627 0.2771
C -1.7275 -0.8692 0.8406
H 1.7251 -0.4073 0.3386
H 0.9732 -1.5640 -0.7510
H 0.8954 -1.8760 0.9118
H -0.7225 0.0383 -0.7907
H -0.2346 0.7352 0.6681
H -2.5537 -0.1742 0.7311
H -2.0136 -1.8219 0.3012
H -1.6306 -1.1103 1.9039
*
```

For the HOMO energy, the calculation gives -15.216 eV. The calculation puts the LUMO energy at -4.974 eV. As for the HOMO-LUMO gap: 0.3764 hartree.

=====

(ii)
The following is a quantum chemistry calculation of a 3-piece molecular cluster, C3H11O overall, from the Open Molecules 2025 dataset.

ORCA input file:
```
! RIJCOSX wB97M-V def2-TZVPD def2/J DEFGRID3
* xyz 1 1
O 1.8969 -1.5510 1.5831
H 2.5499 -2.2114 1.2734
H 1.8152 -1.8684 2.4873
H 0.0845 -1.2642 -0.3142
C -0.1724 0.1962 0.7400
C -1.1282 0.8604 -0.1812
C -0.7314 1.0093 -1.6536
H 0.6365 -0.7392 -0.3755
H -0.4046 -0.4602 1.5761
H 0.8447 0.5652 0.8520
H -1.3152 1.8337 0.3037
H -2.1011 0.3634 -0.1660
H -1.5193 0.6323 -2.2973
H -0.6623 2.0802 -1.8656
H 0.2069 0.5537 -1.9621
*
```

For the HOMO energy, the calculation gives -16.070 eV. The calculation puts the LUMO energy at -6.057 eV. As for the HOMO-LUMO gap: 0.3680 hartree.

=====

(iii)
The following is a quantum chemistry calculation of a 2-piece molecular cluster, C3H11O overall, from the Open Molecules 2025 dataset.

ORCA input file:
```
! RIJCOSX wB97M-V def2-TZVPD def2/J DEFGRID3
* xyz 1 1
O -1.9983 0.4430 -0.7007
H -1.2121 0.8532 -1.1186
H -2.1466 0.4151 0.2825
H -2.7161 0.8050 -1.2627
C 0.3647 0.6792 1.0897
C 0.5274 -0.7608 0.4844
C 1.6019 -0.6421 -0.6530
H 0.7053 1.4789 0.3746
H -0.6701 1.0188 1.2518
H 0.8333 0.8554 2.0881
H 0.8570 -1.4487 1.2653
H -0.3013 -1.3509 0.0704
H 2.2915 0.1804 -0.3988
H 1.1904 -0.3571 -1.6268
H 2.2930 -1.4825 -0.7531
*
```

For the HOMO energy, the calculation gives -15.486 eV. The calculation puts the LUMO energy at -5.142 eV. As for the HOMO-LUMO gap: 0.3801 hartree.

=====

Name the least stable of them. (ii).

=====

(i)
The following is a quantum chemistry calculation of one molecule with the formula C5H8OS, from the Open Molecules 2025 dataset.

ORCA input file:
```
! RIJCOSX wB97M-V def2-TZVPD def2/J DEFGRID3
* xyz 0 1
C -0.3662 -1.5478 2.0615
C -0.1376 -0.6687 0.8909
C -1.0350 0.3744 0.7987
S -0.8552 1.2790 -0.8049
C 0.9528 0.9315 -0.9247
O 1.2129 -0.3465 -1.2431
C 0.9067 -1.0988 -0.1866
H -1.5181 -1.5340 2.4394
H 0.4133 -1.2122 2.8432
H -0.1931 -2.7125 1.8704
H -1.9691 0.5940 1.4970
H 1.3909 1.2352 -0.0627
H 1.4155 1.3421 -1.8312
H 0.6496 -2.1613 -0.2902
H 1.8667 -1.1869 0.5187
*
```

For the HOMO energy, the calculation gives -8.118 eV. The calculation puts the LUMO energy at 0.892 eV. As for the HOMO-LUMO gap: 0.3311 hartree. As for the structure (SMILES): CC1=CSCOC1.

=====

(ii)
The following is a quantum chemistry calculation of C5H8OS as an isolated structure, from the Open Molecules 2025 dataset.

ORCA input file:
```
! RIJCOSX wB97M-V def2-TZVPD def2/J DEFGRID3
* xyz 0 1
C 1.3927 -1.5759 0.3613
C 1.2497 -0.3259 -0.1255
C -1.2301 2.3943 0.3003
C -0.7621 1.0114 0.6070
C 0.1004 0.1022 -0.8434
O -0.8964 -0.6723 -1.2733
S 0.4053 2.2881 1.0476
H 2.1544 -1.9360 0.9235
H 0.6557 -2.3641 0.0791
H 1.8814 0.4862 0.2140
H -1.4035 2.6636 -0.8007
H -2.0495 2.7433 0.9247
H -1.1034 0.5879 1.5171
H 0.3011 0.9972 -1.4554
H -1.0454 -1.4855 -0.8058
*
```

For the HOMO energy, the calculation gives -8.175 eV. The calculation puts the LUMO energy at 0.708 eV. As for the HOMO-LUMO gap: 0.3265 hartree.

=====

Name the least stable of them. (ii).

=====

(i)
The following is a quantum chemistry calculation of one molecule with the formula C5H8OS, from the Open Molecules 2025 dataset.

ORCA input file:
```
! RIJCOSX wB97M-V def2-TZVPD def2/J DEFGRID3
* xyz 0 1
S 1.9749 -1.4351 -0.0635
C 0.6584 -0.1932 -0.0389
C -0.6922 -0.7398 -0.5047
C -1.9996 -0.3132 -0.1152
O -1.3968 -1.5545 0.4427
C 0.7286 1.0174 0.8775
C 1.0290 1.1706 -0.6078
H 1.6406 -2.2023 1.0185
H -0.6299 -1.2494 -1.4724
H -2.8025 -0.4640 -0.8226
H -2.1617 0.5080 0.5489
H 1.4953 1.0479 1.5874
H -0.2066 1.3606 1.2687
H 2.0698 1.3673 -0.9027
H 0.2927 1.6797 -1.2160
*
```

For the HOMO energy, the calculation gives -9.211 eV. The calculation puts the LUMO energy at 0.939 eV. As for the HOMO-LUMO gap: 0.3730 hartree. As for the structure (SMILES): SC1([C@@H]2CO2)CC1.

=====

(ii)
The following is a quantum chemistry calculation of one molecule with the formula C5H8OS, from the Open Molecules 2025 dataset.

ORCA input file:
```
! RIJCOSX wB97M-V def2-TZVPD def2/J DEFGRID3
* xyz 0 1
C -2.2480 -0.9236 0.9850
S -2.3476 0.2731 -0.1639
O -3.0266 1.5553 0.2039
C -0.8222 0.5004 -1.0391
C 0.2217 -0.2509 -0.2020
C 0.6294 -1.5216 -0.2550
C 0.6557 0.5180 1.0200
H -2.9032 -0.9854 1.8700
H -0.7370 1.5580 -1.1519
H -0.8443 0.0728 -2.0321
H 1.4616 -1.8255 0.2311
H 0.4682 -2.1314 -1.0542
H -0.2336 0.8211 1.4536
H 1.3573 1.2449 0.8822
H 1.1092 -0.0928 1.7934
*
```

For the HOMO energy, the calculation gives -8.606 eV. The calculation puts the LUMO energy at -0.932 eV. As for the HOMO-LUMO gap: 0.2820 hartree. As for the structure (SMILES): C#S(=O)CC(=C)C.

=====

Name the least stable of them. (ii).

=====

(i)
The following is a quantum chemistry calculation of a 2-piece molecular cluster, C4H6O overall, from the Open Molecules 2025 dataset.

ORCA input file:
```
! RIJCOSX wB97M-V def2-TZVPD def2/J DEFGRID3
* xyz 0 3
C -1.9367 -1.3146 -0.7952
C -1.2276 -1.8649 0.1283
C 0.9230 0.5309 0.6374
C 0.6802 1.3568 -0.5791
O 0.4260 0.7694 1.7002
H -0.6641 -2.6436 0.6471
H -1.5868 -1.1460 0.8708
H 1.5544 -0.3222 0.4562
H 0.2456 0.7391 -1.5199
H 1.5385 1.6963 -1.0444
H 0.0476 2.1988 -0.5014
*
```

For the HOMO energy (spin up / spin down), the calculation gives -7.703 / -10.046 eV. Its expectation value of S² is 2.033. The calculation puts the LUMO energy (spin up / spin down) at 0.971 / -2.658 eV. As for the HOMO-LUMO gap (spin up / spin down): 0.3188 / 0.2715 hartree.

=====

(ii)
The following is a quantum chemistry calculation of one molecule with the formula C4H6O, from the Open Molecules 2025 dataset.

ORCA input file:
```
! RIJCOSX wB97M-V def2-TZVPD def2/J DEFGRID3
* xyz 0 3
C 1.2665 -0.2098 0.3002
C 0.2027 0.0546 -0.4077
C 2.7332 -0.0535 -0.2833
C -1.1403 -0.2050 0.1013
O 3.8739 0.0341 0.1860
H 0.1491 0.2781 -1.4861
H 2.7058 0.0181 -1.3312
H 1.3924 -0.3848 1.3838
H -1.6183 -0.5197 -0.8049
H -1.5677 0.7270 0.5531
H -1.3377 -0.8624 0.9561
*
```

For the HOMO energy (spin up / spin down), the calculation gives -6.269 / -9.954 eV. Its expectation value of S² is 2.022. The calculation puts the LUMO energy (spin up / spin down) at 1.110 / -2.415 eV. As for the HOMO-LUMO gap (spin up / spin down): 0.2712 / 0.2770 hartree.

=====

Name the least stable of them. (i).